(1)
Molecular formula: C38H50CrN2O5SSbSi
Method: DFT, the ωB97M-V functional and the def2-TZVPD basis

Structure (XYZ):
```
99
Properties=species:S:1:pos:R:3:forces:R:3
Cr 0.328747 -1.279063 0.283619 -0.1 0.1 0.3
O -2.158770 3.387391 3.193971 0.1 0.0 -0.1
C -1.577486 2.576429 2.517489 0.0 0.0 0.1
C -0.190097 1.987874 2.797829 -0.1 0.1 -0.1
O 0.604115 2.390150 3.624562 -0.1 -0.1 0.0
C -0.064345 0.893223 1.837191 0.1 -0.1 0.0
C -1.098436 0.923646 0.898269 0.0 0.0 0.0
O -1.094375 0.068427 -0.076801 -0.2 0.0 -0.2
C -2.106184 1.918003 1.240161 0.1 0.1 0.0
O -3.144611 2.199860 0.673155 0.1 0.0 0.0
O 0.837960 -0.029233 1.761799 0.1 0.3 0.1
C 2.779340 -6.470853 -0.164285 0.0 0.0 0.0
C 1.980166 -6.252249 -1.444035 0.0 0.0 0.0
C 0.470711 -6.331890 -1.221387 0.0 0.0 0.1
C -0.121571 -5.132082 -0.481356 0.0 0.1 0.0
N -0.222157 -3.961422 -1.332479 0.0 0.0 -0.2
C 0.641575 -2.878200 -1.325416 0.4 -0.3 0.1
S 2.013030 -2.803521 -0.221026 -0.2 0.0 -0.2
N 0.690656 -2.282320 -2.593052 -0.1 0.1 0.1
C 1.495684 -1.102750 -2.890186 -0.1 0.1 0.0
C 2.070101 -1.156816 -4.308480 0.0 0.0 0.0
C 3.506136 -1.667380 -4.373007 -0.1 -0.1 0.0
C 3.675001 -3.074395 -3.806080 0.0 0.0 0.0
H 3.848364 -6.528844 -0.373447 0.0 0.0 0.0
H 2.481691 -7.400535 0.327559 0.0 0.0 0.0
H 2.630705 -5.649930 0.537629 0.0 0.0 0.0
H 2.270649 -6.998845 -2.188298 0.0 0.0 0.0
H 2.229597 -5.273237 -1.863006 0.0 0.0 -0.1
H 0.230561 -7.236172 -0.651127 0.0 0.0 0.0
H -0.037850 -6.430665 -2.187026 0.0 0.0 0.0
H 0.483762 -4.860260 0.380357 0.0 0.0 0.0
H -1.118034 -5.384893 -0.109886 0.0 0.0 0.0
H -0.594456 -4.163775 -2.250015 0.0 0.0 0.0
H -0.235398 -2.207361 -2.996421 0.0 -0.1 0.0
H 2.295548 -1.051439 -2.149796 0.0 0.0 0.0
H 0.889983 -0.196889 -2.778238 0.0 0.0 0.1
H 2.022177 -0.157508 -4.741427 0.0 0.0 0.0
H 1.430930 -1.801142 -4.921621 0.0 0.0 0.0
H 4.150212 -0.968836 -3.829658 0.0 0.0 0.0
H 3.836223 -1.651681 -5.415808 0.0 0.0 0.0
H 3.474646 -3.099570 -2.733531 0.0 0.0 0.0
H 4.689663 -3.444137 -3.963079 0.0 0.0 0.0
H 2.983365 -3.771101 -4.285871 0.0 0.0 0.0
C -0.554549 -3.892459 2.687076 0.0 0.0 0.0
Si -1.322577 -2.473078 1.662362 -0.1 -0.3 0.0
C -2.178247 -1.408073 2.962599 0.0 0.2 0.0
C -2.780234 -3.190472 0.672391 0.0 0.0 0.0
H -0.873638 -4.872019 2.325003 0.0 0.0 0.0
H -0.872706 -3.805255 3.729109 0.0 0.0 0.0
H 0.536676 -3.868240 2.669826 0.0 0.0 0.0
H -2.840852 -2.060480 3.540735 0.0 0.0 0.0
H -2.788597 -0.618098 2.521639 0.0 0.0 0.0
H -1.473233 -0.941915 3.654154 0.0 0.0 0.0
H -3.110733 -4.141543 1.101640 0.0 0.0 0.0
H -2.542870 -3.354122 -0.378517 0.0 0.0 0.0
H -3.618553 -2.492304 0.720815 0.0 0.0 0.0
C 3.539145 1.491997 0.811094 0.0 0.0 0.0
C 4.151583 2.642876 0.057032 0.0 0.0 0.0
C 5.446618 3.053099 0.373350 0.0 0.0 0.0
C 6.038328 4.135031 -0.257537 0.0 0.0 0.0
C 5.336263 4.832562 -1.228988 0.0 0.0 0.0
C 4.051353 4.429138 -1.560117 0.0 0.0 0.0
C 3.448349 3.339719 -0.934817 0.0 0.0 0.1
Sb 1.434747 2.747986 -1.450950 0.1 0.2 -0.1
C 0.773819 4.774623 -1.883133 0.0 0.0 0.0
C 1.062774 5.390888 -3.098798 0.0 0.0 0.0
C 0.624742 6.677967 -3.381515 0.0 0.0 0.0
C -0.115829 7.370065 -2.437590 0.0 0.0 0.0
C -0.410458 6.767431 -1.224591 0.0 0.0 0.0
C 0.021923 5.476553 -0.930465 0.0 0.0 0.0
C -0.352943 4.859878 0.389621 0.0 0.0 0.0
C 1.870247 2.386329 -3.535655 0.0 0.0 0.0
C 3.170488 2.337705 -4.028496 0.0 0.0 0.0
C 3.419316 2.201251 -5.390567 0.0 0.0 0.0
C 2.356924 2.102387 -6.273156 0.0 0.0 0.0
C 1.055792 2.118228 -5.787143 0.0 0.0 0.0
C 0.793666 2.253658 -4.427600 0.0 -0.1 0.1
C -0.630006 2.260923 -3.933688 0.0 0.0 0.0
H 4.282227 0.992164 1.431634 0.0 0.0 0.0
H 3.104434 0.742110 0.147013 0.0 0.0 0.0
H 2.736302 1.824820 1.471558 0.0 0.0 0.0
H 5.995323 2.507855 1.132640 0.0 0.0 0.0
H 7.042416 4.436821 0.014432 0.0 0.0 0.0
H 5.780905 5.686426 -1.725179 0.0 0.0 0.0
H 3.510848 4.983702 -2.317809 0.0 0.0 0.0
H 1.629933 4.860955 -3.855985 0.0 0.0 0.0
H 0.859041 7.129243 -4.337833 0.0 0.0 0.0
H -0.465255 8.374351 -2.643002 0.0 0.0 0.0
H -0.994974 7.302445 -0.485313 0.0 0.0 0.0
H -0.838916 5.581533 1.044049 0.0 0.0 0.0
H 0.518419 4.464658 0.917824 0.0 0.0 0.0
H -1.051606 4.037140 0.233903 0.0 0.0 0.0
H 4.007715 2.416569 -3.346099 0.0 0.0 0.0
H 4.438704 2.179560 -5.755041 0.0 0.0 0.0
H 2.535912 1.994903 -7.335658 0.0 0.0 0.0
H 0.224119 2.031406 -6.477891 0.0 0.0 0.0
H -1.319197 1.954054 -4.720113 0.0 0.0 0.0
H -0.923568 3.259375 -3.599464 0.0 0.0 0.0
H -0.767138 1.587570 -3.082383 0.0 0.0 0.0
```
Forces are in eV/Å.

For the energy relative to the best compared isomer or geometry (same formula, charge and spin), the calculation gives 0.889 eV. The spin multiplicity is 5. The net charge is -1. Its molar mass is 848.7 g mol⁻¹. For the orbital gap (alpha / beta), the calculation gives 6.8 / 6.9 eV.

=====

(2)
Molecular formula: C38H51GeN7OTcTe
Method: DFT, the ωB97M-V functional and the def2-TZVPD basis

Structure (XYZ):
```
100
Properties=species:S:1:pos:R:3:forces:R:3
Tc 1.596270 0.030642 0.416014 -0.2 0.4 0.0
N 2.514959 -1.801582 1.244442 0.1 -0.1 0.1
C 3.669198 -1.471876 2.148245 -0.1 -0.1 -0.1
C 3.568603 -0.029374 2.599000 0.0 0.1 -0.1
N 3.337284 0.850481 1.421550 0.0 -0.1 0.2
C 2.951549 2.225613 1.843759 0.1 -0.1 0.0
C 2.370044 2.963888 0.655760 -0.1 0.0 -0.1
N 1.424220 2.079012 -0.075014 0.0 0.0 0.0
C 4.529855 0.876752 0.511957 -0.1 0.1 0.1
C 4.400188 -0.084181 -0.657843 0.0 0.0 -0.1
N 3.022380 -0.017185 -1.218693 0.0 0.0 0.0
H 2.770918 -2.547191 0.598957 0.0 0.0 0.0
H 1.773551 -2.204418 1.815265 0.1 0.0 -0.1
H 3.690692 -2.130659 3.015977 0.0 0.0 0.0
H 4.592842 -1.650715 1.602378 0.0 0.0 0.0
H 2.718227 0.099470 3.267630 0.0 0.0 0.0
H 4.472799 0.264241 3.139579 0.0 0.0 0.0
H 2.209696 2.119117 2.636022 0.0 0.0 0.0
H 3.801709 2.776299 2.256760 0.0 0.0 0.0
H 1.859987 3.874098 0.974419 0.0 0.0 0.0
H 3.140593 3.261586 -0.054144 0.0 0.0 0.0
H 0.179864 1.920477 1.570210 0.0 0.1 0.0
H 1.313292 2.354528 -1.051382 0.0 0.0 0.0
H 4.646381 1.889864 0.131755 0.0 0.0 0.0
H 5.435556 0.655531 1.080751 0.0 0.0 0.0
H 5.146494 0.160754 -1.414856 0.0 0.0 0.0
H 4.578768 -1.114712 -0.360966 0.0 0.0 0.0
H 2.933933 0.800892 -1.817842 0.0 0.0 0.0
H 2.877998 -0.813164 -1.832438 0.0 0.0 0.0
C 3.007671 -6.572435 -2.178952 0.0 0.0 0.0
C 2.197833 -5.381580 -1.752065 0.0 -0.1 0.0
C 1.639861 -5.307925 -0.481716 0.0 0.0 0.0
C 0.857155 -4.234536 -0.061661 0.1 0.0 -0.1
C 0.282058 -4.323619 1.328751 0.0 0.0 0.0
C 0.651456 -3.191806 -0.973504 -0.2 0.0 0.3
Te -0.355493 -1.325579 -0.651185 0.4 -0.2 0.0
C 1.167170 -3.241150 -2.275013 0.0 0.0 -0.1
C 0.886712 -2.211328 -3.352730 0.0 0.0 0.0
C 1.942010 -4.338102 -2.631597 0.0 0.1 -0.1
H 3.469863 -7.067238 -1.326928 0.0 0.0 0.0
H 3.786985 -6.291069 -2.885326 0.0 0.0 0.0
H 2.365870 -7.302767 -2.674998 0.0 0.0 0.0
H 1.806845 -6.123766 0.213183 0.0 0.0 0.0
H -0.504157 -5.080281 1.363869 0.0 0.0 0.0
H -0.151225 -3.392631 1.674829 -0.1 0.1 0.0
H 1.040519 -4.634073 2.048580 0.0 0.0 0.0
H 0.349971 -1.311007 -3.029798 0.1 -0.1 0.0
H 0.270936 -2.649568 -4.138771 0.0 0.0 0.0
H 1.807288 -1.868954 -3.830164 0.0 0.0 0.0
H 2.338415 -4.385442 -3.640774 0.0 0.0 0.0
C -4.217328 -1.246257 3.442283 0.1 -0.1 0.1
N -2.911356 -1.132288 2.790977 0.1 -0.1 0.3
C -1.729261 -0.536913 3.401566 -0.1 -0.1 0.0
C -0.704602 -0.699277 2.309475 0.0 -0.1 -0.1
O 0.449105 -0.273637 2.339906 -0.1 -0.1 0.1
N -1.284375 -1.371124 1.273204 0.1 0.2 0.2
C -2.612942 -1.586256 1.592075 -0.3 -0.7 -0.4
N -3.433813 -2.219758 0.781232 1.0 -0.7 0.8
H -4.263721 -0.518433 4.247789 0.0 0.0 0.0
H -4.363423 -2.244757 3.852189 0.0 0.0 0.0
H -5.005779 -1.007576 2.728817 0.2 -0.2 0.3
H -1.421470 -1.055872 4.312426 0.0 0.0 0.0
H -1.879640 0.520103 3.631367 0.0 0.0 0.0
H -3.152089 -2.429634 -0.166138 0.0 0.0 0.1
H -4.416515 -2.302067 0.997812 0.3 -0.1 0.0
C 0.218871 1.657655 0.514409 0.3 -0.1 0.0
Ge -1.416564 2.216832 -0.445824 0.3 0.3 0.1
C -0.798744 2.604432 -2.240304 0.0 -0.1 -0.2
C -1.050871 3.848917 -2.819714 0.1 0.0 0.0
C -0.610904 4.131622 -4.108138 0.0 0.0 0.0
C 0.091116 3.179682 -4.833703 0.0 0.0 0.0
C 0.361456 1.938092 -4.271618 0.0 0.0 0.0
C -0.082167 1.657402 -2.985391 0.0 0.1 0.0
C -2.835611 0.895751 -0.387702 -0.4 0.0 0.0
C -3.169431 0.121487 -1.501502 -0.3 0.1 0.0
C -4.323241 -0.653690 -1.509144 -0.1 0.2 -0.1
C -5.169758 -0.649491 -0.407236 -0.3 0.7 -0.3
C -4.858431 0.123073 0.705862 -0.3 0.7 -0.5
C -3.700046 0.892155 0.713753 -0.2 0.0 -0.2
C -2.033704 3.796752 0.477365 -0.2 0.1 0.0
C -1.372362 4.383718 1.557505 0.0 0.0 0.0
C -1.872538 5.533347 2.158816 0.0 -0.1 0.0
C -3.038992 6.110770 1.681614 0.0 0.0 0.0
C -3.710900 5.538539 0.609289 0.0 0.0 0.0
C -3.214549 4.387659 0.013862 0.0 0.0 0.1
H -1.591622 4.608051 -2.267007 0.0 0.0 0.0
H -0.818548 5.098356 -4.546754 0.0 0.0 0.0
H 0.423077 3.402691 -5.838660 0.0 0.0 0.0
H 0.898649 1.191763 -4.843648 0.0 0.0 0.0
H 0.133117 0.681296 -2.556532 0.0 0.1 -0.1
H -2.551116 0.152125 -2.392684 0.0 0.0 0.0
H -4.583482 -1.227912 -2.388481 0.0 0.0 0.0
H -6.092522 -1.214549 -0.433541 -0.1 0.0 0.0
H -5.547417 0.171829 1.540752 -0.1 0.2 -0.3
H -3.502571 1.540912 1.562163 0.0 0.0 0.0
H -0.456498 3.956557 1.949401 0.0 0.0 0.0
H -1.352053 5.979764 2.995758 0.0 0.0 0.0
H -3.426456 7.007692 2.145541 0.0 0.0 0.0
H -4.621661 5.989329 0.238639 0.0 0.0 0.0
H -3.761911 3.947810 -0.813406 0.0 0.0 0.0
```
Forces are in eV/Å.

For the energy relative to the best compared isomer or geometry (same formula, charge and spin), the calculation gives 0.000 eV. The net charge is +3. Its molar mass is 920.1 g mol⁻¹. For the orbital gap, the calculation gives 7.5 eV.